1.
Below is C24H74LiO26Zn as an isolated structure in a non-equilibrium geometry, with properties calculated with wB97M-V/def2-TZVPD.

Geometry as ORCA input:
```
! RIJCOSX wB97M-V def2-TZVPD def2/J DEFGRID3
* xyz 1 1
Zn -13.139 -15.296 3.944
Li -13.386 -17.379 6.087
O -13.939 -17.025 4.362
H -13.306 -17.691 4.057
O -11.653 -14.175 4.089
H -11.904 -13.388 3.577
C -18.024 -20.654 5.726
C -16.538 -20.460 5.490
O -15.818 -21.543 6.030
O -18.211 -20.841 7.118
H -18.462 -21.525 5.123
H -18.490 -19.772 5.421
H -16.150 -19.502 5.921
H -16.486 -20.332 4.406
H -15.780 -21.431 6.982
H -18.927 -21.477 7.304
C -11.169 -17.772 2.802
C -11.279 -16.638 1.802
O -12.569 -16.040 1.904
O -12.158 -18.805 2.647
H -11.336 -17.381 3.860
H -10.151 -18.124 2.584
H -11.134 -16.976 0.774
H -10.459 -15.950 2.077
H -13.206 -16.755 1.785
H -11.763 -19.610 2.322
C -13.884 -20.519 10.719
C -15.236 -20.431 10.059
O -15.112 -20.678 8.662
O -13.285 -19.225 10.388
H -13.295 -21.339 10.306
H -13.967 -20.666 11.837
H -15.641 -19.449 10.291
H -15.866 -21.276 10.485
H -14.766 -19.895 8.260
H -12.386 -19.259 10.673
C -10.373 -17.323 13.032
C -10.171 -17.648 11.541
O -10.609 -18.994 11.308
O -9.806 -18.377 13.855
H -11.462 -17.308 13.343
H -9.855 -16.379 13.281
H -9.112 -17.504 11.345
H -10.789 -17.076 10.840
H -10.273 -19.475 12.124
H -8.853 -18.348 13.905
C -12.765 -22.791 4.375
C -11.409 -22.478 3.838
O -11.452 -21.636 2.667
O -13.500 -21.606 4.643
H -12.631 -23.378 5.304
H -13.448 -23.448 3.736
H -10.795 -23.379 3.667
H -10.880 -21.942 4.599
H -12.197 -21.841 2.083
H -14.374 -21.838 5.012
C -16.953 -11.834 8.389
C -16.625 -10.674 7.487
O -15.246 -10.273 7.461
O -16.550 -11.697 9.816
H -16.445 -12.666 7.900
H -18.060 -12.101 8.405
H -17.320 -9.827 7.695
H -16.864 -11.079 6.456
H -15.090 -9.835 8.309
H -15.702 -11.338 9.911
C -14.929 -20.441 0.571
C -15.181 -19.328 1.530
O -14.561 -18.122 1.039
O -13.535 -20.729 0.304
H -15.431 -20.128 -0.364
H -15.460 -21.299 1.029
H -14.783 -19.487 2.507
H -16.250 -19.138 1.504
H -13.718 -18.353 0.696
H -13.533 -21.369 -0.397
C -14.276 -15.507 8.005
C -15.082 -16.789 8.121
O -14.116 -17.866 8.077
O -13.700 -15.468 6.675
H -13.499 -15.474 8.797
H -14.986 -14.702 8.175
H -15.836 -16.927 7.404
H -15.512 -16.857 9.118
H -13.711 -18.153 8.947
H -12.803 -15.057 6.783
C -11.450 -19.470 6.449
C -10.542 -18.259 6.654
O -11.446 -17.174 6.711
O -12.283 -19.152 5.363
H -12.026 -19.767 7.336
H -10.691 -20.299 6.270
H -9.901 -18.181 5.796
H -9.932 -18.340 7.541
H -10.930 -16.318 6.505
H -12.863 -19.925 5.083
C -10.543 -13.964 7.273
C -9.375 -13.970 6.208
O -9.526 -15.125 5.358
O -11.754 -13.794 6.619
H -10.279 -13.140 7.982
H -10.626 -14.874 7.954
H -8.457 -13.965 6.725
H -9.492 -13.053 5.638
H -10.158 -14.915 4.625
H -11.655 -13.896 5.637
C -14.926 -12.921 4.525
C -16.184 -12.199 4.053
O -17.367 -12.728 4.679
O -14.795 -14.213 3.894
H -14.936 -13.083 5.617
H -14.045 -12.359 4.188
H -16.296 -12.372 2.981
H -16.261 -11.134 4.207
H -17.767 -13.397 4.094
H -15.527 -14.822 4.196
C -17.057 -16.027 2.128
C -17.348 -16.697 3.501
O -16.587 -16.140 4.576
O -17.577 -14.681 2.396
H -17.580 -16.424 1.252
H -16.019 -16.006 1.887
H -17.254 -17.789 3.511
H -18.422 -16.463 3.753
H -15.673 -16.580 4.647
H -17.814 -14.246 1.561
*
```

Calculated values
**Frontier orbital gap**: 10.267 eV
**LUMO**: -1.48 eV
**DFT total energy**: -127940.330 eV

Atomic partial charges in e from the Löwdin method, atoms 1 to 6: 0.75, 0.60, -0.37, -0.04, -0.30, 0.05

***

2.
Below is a 13-piece molecular cluster, C24H76N14O13 overall in a non-equilibrium geometry, with properties calculated with wB97M-V/def2-TZVPD.

Geometry as ORCA input:
```
! RIJCOSX wB97M-V def2-TZVPD def2/J DEFGRID3
* xyz 1 2
C -21.616 0.750 4.176
C -20.707 0.206 5.243
O -20.642 0.967 6.383
H -21.170 1.716 3.939
H -22.656 0.846 4.486
H -21.529 0.196 3.241
H -19.681 0.094 4.891
H -21.024 -0.783 5.574
H -20.965 1.853 6.206
C -16.716 0.704 4.392
C -17.049 2.042 3.733
O -16.164 2.341 2.697
H -15.867 0.827 5.065
H -16.423 -0.027 3.638
H -17.533 0.247 4.950
H -17.043 2.774 4.541
H -18.089 2.217 3.458
H -16.387 3.209 2.351
C -19.392 1.548 -2.784
C -18.158 0.704 -3.100
O -18.405 -0.038 -4.322
H -19.536 2.414 -3.430
H -19.302 1.783 -1.724
H -20.288 0.944 -2.928
H -18.168 -0.029 -2.294
H -17.225 1.255 -3.221
H -17.672 -0.641 -4.466
C -20.646 3.263 1.279
C -21.716 2.443 0.451
O -22.669 3.294 -0.082
H -19.977 2.630 1.863
H -21.204 3.866 1.995
H -20.075 3.813 0.531
H -22.251 1.767 1.118
H -21.283 1.914 -0.398
H -23.543 2.917 0.045
C -23.027 4.024 4.847
C -21.961 4.606 5.827
O -20.798 3.954 5.620
H -23.294 2.969 4.904
H -22.720 4.222 3.820
H -24.002 4.502 4.952
H -22.433 4.540 6.807
H -21.742 5.649 5.599
H -20.154 4.250 6.268
C -16.841 4.231 -2.919
O -15.906 3.609 -3.445
N -17.301 5.378 -3.350
N -17.407 3.828 -1.852
H -16.805 5.683 -4.175
H -18.204 5.767 -3.120
H -18.086 4.476 -1.478
H -17.194 2.905 -1.503
C -23.990 6.074 1.310
O -24.767 5.099 1.292
N -24.220 7.237 1.812
N -22.817 6.025 0.791
H -25.121 7.339 2.256
H -23.470 7.907 1.917
H -22.170 6.791 0.909
H -22.463 5.196 0.335
C -26.153 2.381 -0.456
O -25.240 2.224 0.308
N -26.795 1.455 -1.113
N -26.809 3.464 -0.583
H -26.579 0.498 -0.874
H -27.578 1.845 -1.619
H -27.737 3.370 -0.970
H -26.457 4.203 0.008
C -20.310 5.720 -1.796
O -19.944 5.925 -0.674
N -21.131 4.794 -2.128
N -20.064 6.336 -2.903
H -21.612 4.354 -1.356
H -21.354 4.710 -3.109
H -20.747 6.180 -3.630
H -19.547 7.186 -3.078
C -25.610 1.648 3.890
O -25.830 1.744 5.109
N -25.472 2.711 3.109
N -25.456 0.597 3.100
H -25.720 3.616 3.483
H -25.263 2.581 2.129
H -25.432 -0.322 3.519
H -25.239 0.742 2.125
C -16.590 5.859 1.183
O -16.932 4.892 1.836
N -17.385 6.400 0.294
N -15.429 6.515 1.325
H -18.336 6.084 0.167
H -16.885 7.113 -0.217
H -14.757 6.125 1.971
H -15.148 7.243 0.685
C -19.724 -2.358 2.463
C -21.066 -2.258 1.605
C -20.951 -1.174 0.451
O -22.162 -1.181 -0.218
C -22.078 -0.640 -1.510
N -21.169 -3.486 0.840
H -18.872 -2.787 1.937
H -19.969 -2.984 3.322
H -19.451 -1.348 2.769
H -21.903 -2.144 2.295
H -20.098 -1.389 -0.192
H -20.648 -0.233 0.909
H -21.571 -1.270 -2.241
H -21.660 0.363 -1.594
H -23.102 -0.711 -1.874
H -20.279 -3.533 0.364
H -21.739 -3.281 0.032
C -24.694 4.111 -3.245
C -23.993 3.004 -4.053
C -24.725 1.675 -3.832
O -23.985 0.681 -4.473
C -24.617 -0.602 -4.436
N -23.864 3.481 -5.403
H -25.736 4.268 -3.525
H -24.121 5.031 -3.355
H -24.645 3.762 -2.213
H -23.049 2.825 -3.538
H -25.742 1.660 -4.223
H -24.902 1.568 -2.762
H -25.166 -0.755 -3.506
H -23.796 -1.292 -4.632
H -25.409 -0.735 -5.174
H -24.759 3.792 -5.752
H -23.552 2.793 -6.073
*
```

Calculated values
**Expectation value of S²**: 0.7549
**Frontier orbital gap (spin up / spin down)**: 8.230 / 2.362 eV
**LUMO (spin up / spin down)**: -2.64 / -8.50 eV
**DFT total energy**: -73590.937 eV

Atomic partial charges in e from the Löwdin method, atoms 1 to 6: -0.06, -0.36, -0.04, 0.07, 0.08, 0.04

***

3.
Below is a 12-piece molecular cluster, C24H76N20O12 overall in a non-equilibrium geometry, with properties calculated with wB97M-V/def2-TZVPD.

Geometry as ORCA input:
```
! RIJCOSX wB97M-V def2-TZVPD def2/J DEFGRID3
* xyz 0 1
C 7.674 -0.096 -1.739
O 6.989 0.893 -1.916
N 8.713 -0.475 -2.520
N 7.615 -1.050 -0.808
H 9.320 -1.229 -2.233
H 9.017 0.164 -3.241
H 8.205 -1.866 -0.737
H 6.865 -0.880 -0.153
C -6.432 4.431 1.931
O -5.494 3.720 1.588
N -7.166 4.302 2.921
N -6.821 5.415 1.250
H -6.909 3.538 3.529
H -7.876 4.949 3.233
H -6.555 5.691 0.316
H -7.591 5.927 1.655
C 4.694 -7.629 -1.499
O 3.530 -7.815 -1.331
N 5.307 -6.508 -1.775
N 5.514 -8.652 -1.295
H 4.686 -5.845 -2.217
H 6.301 -6.442 -1.939
H 5.135 -9.529 -0.969
H 6.493 -8.408 -1.343
C 2.776 -4.704 -6.150
O 3.571 -4.604 -5.255
N 1.600 -5.208 -5.933
N 3.078 -4.350 -7.384
H 0.801 -5.134 -6.546
H 1.544 -5.940 -5.240
H 2.359 -4.302 -8.091
H 3.972 -3.969 -7.662
C -0.571 -7.773 1.466
O -1.615 -7.721 2.089
N 0.581 -7.191 1.674
N -0.504 -8.375 0.335
H 0.673 -6.435 2.338
H 1.389 -7.534 1.173
H -1.413 -8.753 0.109
H 0.235 -8.170 -0.323
C -1.336 6.228 1.635
O -0.444 7.022 1.535
N -2.225 6.204 2.498
N -1.735 5.354 0.729
H -2.911 5.470 2.394
H -2.156 6.672 3.391
H -2.671 4.999 0.589
H -1.020 5.062 0.078
C -6.254 -3.066 0.797
O -7.081 -3.805 0.453
N -4.955 -3.366 0.672
N -6.436 -1.764 1.137
H -4.667 -4.191 0.165
H -4.152 -2.762 0.771
H -7.298 -1.250 1.253
H -5.572 -1.242 1.156
C 2.740 3.423 0.440
O 2.039 3.524 -0.538
N 3.248 2.263 0.791
N 3.156 4.379 1.270
H 3.936 2.347 1.526
H 3.138 1.315 0.461
H 3.844 4.188 1.984
H 2.769 5.304 1.149
C 1.979 1.940 -5.674
C 3.436 1.741 -5.579
C 4.139 1.921 -6.910
O 4.048 0.749 -7.628
C 4.438 0.922 -9.004
N 3.903 2.694 -4.567
H 1.508 1.225 -6.348
H 1.628 2.903 -6.046
H 1.638 1.686 -4.671
H 3.635 0.710 -5.284
H 5.219 1.950 -6.766
H 3.624 2.747 -7.401
H 3.681 1.475 -9.561
H 4.669 -0.052 -9.434
H 5.094 1.759 -9.243
H 4.612 2.230 -4.017
H 3.176 2.897 -3.896
C -4.804 5.694 -5.700
C -5.206 4.549 -4.641
C -4.044 3.561 -4.461
O -4.306 2.546 -3.429
C -3.166 1.666 -3.256
N -5.463 5.114 -3.330
H -5.656 6.371 -5.758
H -4.707 5.451 -6.758
H -3.951 6.362 -5.583
H -5.936 3.831 -5.013
H -3.142 4.159 -4.329
H -3.965 2.916 -5.337
H -2.989 0.978 -4.083
H -3.533 0.955 -2.515
H -2.300 2.197 -2.861
H -5.625 4.370 -2.666
H -4.657 5.667 -3.075
C -0.350 -1.557 3.006
C -0.516 -0.847 1.637
C -0.089 -1.783 0.493
O 1.400 -1.668 0.392
C 1.911 -1.830 -0.933
N -1.900 -0.366 1.488
H 0.660 -1.916 3.205
H -1.055 -2.387 3.058
H -0.684 -0.885 3.796
H 0.246 -0.068 1.678
H -0.566 -1.515 -0.450
H -0.289 -2.841 0.660
H 1.786 -0.893 -1.476
H 1.443 -2.634 -1.501
H 2.993 -1.959 -0.912
H -2.215 -0.091 2.408
H -1.700 0.503 1.013
C -1.326 -0.878 13.562
C -1.585 0.138 12.375
C -1.012 -0.197 10.960
O -1.156 0.906 10.074
C -0.437 0.856 8.870
N -2.990 0.303 12.307
H -1.459 -0.355 14.509
H -0.245 -1.008 13.495
H -1.874 -1.782 13.294
H -1.238 1.144 12.609
H -1.405 -1.050 10.408
H 0.069 -0.300 11.055
H -0.176 -0.122 8.466
H 0.567 1.267 8.981
H -1.021 1.420 8.143
H -3.344 0.900 13.041
H -3.066 0.854 11.465
*
```

Calculated values
**SMILES string**: COC[C@H](C)N.COC[C@H](C)N.COC[C@H](C)N.COC[C@H](C)N.NC(N)=O.NC(N)=O.NC(N)=O.NC(N)=O.NC(N)=O.NC(N)=O.NC(N)=O.NC(N)=O
**Frontier orbital gap**: 9.001 eV
**LUMO**: 0.12 eV
**DFT total energy**: -80490.271 eV

Atomic partial charges in e from the Löwdin method, atoms 1 to 6: -0.72, 0.04, 0.13, 0.14, 0.09, 0.11

***

> Look up the DFT total energy of the second one.

-73590.937 eV

***

> The highest DFT total energy belongs to which entry?

C24H76N14O13